34
Properties=species:S:1:pos:R:3:mulliken_charge:R:1 method="wB97M-V/def2-TZVPD" e_above_lowest_kcal_mol=201.7 orbital_gap_ha=0.3619 e_homo_ev=-9.33 e_tot_ev=-29703.9545 molar_mass_da=242.34
C 3.497 -1.204 -0.593 -1.18
C 3.044 -0.203 0.417 -0.42
O 1.650 -0.216 0.699 -0.05
C 1.311 0.736 1.505 -0.95
C -0.218 0.625 1.391 0.81
C -0.626 -0.579 1.830 -0.68
H -0.353 -0.688 2.831 0.61
H -0.207 -1.499 1.283 0.16
S -2.470 -0.828 1.801 0.23
O -3.030 0.662 1.693 -0.67
C -2.543 -1.382 0.223 -1.51
C -1.853 -0.602 -0.865 0.71
C -2.608 0.628 -1.451 -0.29
C -1.918 1.642 -2.030 -0.93
C -0.683 1.151 -2.689 -0.25
C -0.021 0.185 -2.392 -0.89
C -0.781 -0.751 -1.648 0.28
H -0.224 -1.676 -1.307 0.11
H 0.767 -0.264 -2.665 0.79
H -0.139 2.079 -3.284 0.14
H -2.335 2.462 -2.377 0.63
H -3.366 1.132 -0.751 0.19
H -3.677 -1.407 -0.034 0.35
H -2.112 -2.215 0.118 0.83
O -0.552 1.467 2.674 -0.67
H -1.611 1.750 2.501 0.45
H -0.555 1.048 0.388 0.02
H 1.745 0.480 2.696 0.24
H 1.805 1.871 1.219 0.25
H 3.663 -0.334 1.336 0.37
H 3.537 0.718 0.155 0.37
H 3.055 -1.218 -1.580 0.26
H 4.591 -1.296 -0.727 0.38
H 3.218 -2.277 -0.367 0.29

33
Properties=species:S:1:pos:R:3:mulliken_charge:R:1 method="wB97M-V/def2-TZVPD" e_above_lowest_kcal_mol=0.0 orbital_gap_ha=0.2181 e_homo_ev=-0.74 total_charge=-2 e_tot_ev=-95621.2305 molar_mass_da=515.38
C 0.324 -1.767 1.181 -1.15
C 1.602 -1.257 1.591 -0.41
C 1.439 -0.560 2.818 -0.62
H 2.538 -1.403 1.062 0.39
C 0.062 -0.622 3.169 -0.47
C -0.630 -1.356 2.170 -0.54
H -1.684 -1.611 2.173 0.43
H 0.150 -2.429 0.325 0.83
H 2.239 -0.093 3.393 0.46
H -0.377 -0.208 4.079 0.36
Pb -0.341 -0.076 -1.189 0.95
Br 0.895 -1.729 -2.934 -0.64
C -3.318 -0.184 -2.496 -0.68
C -4.107 -0.912 -1.561 -0.39
C -3.650 -2.266 -1.540 -0.57
H -4.967 -0.526 -1.015 0.38
C -2.578 -2.379 -2.468 -0.46
C -2.389 -1.101 -3.083 -0.89
H -1.644 -0.871 -3.843 0.70
H -3.429 0.869 -2.757 0.41
H -4.102 -3.084 -0.982 0.37
H -2.003 -3.275 -2.687 0.39
O -0.042 3.218 1.125 -0.69
C 0.999 2.753 0.694 0.09
C 2.429 3.199 1.050 -0.33
C 3.323 2.347 0.176 -0.63
C 2.386 1.290 -0.387 0.49
O 2.705 0.213 -0.905 -0.63
N 1.088 1.681 -0.195 -0.16
H 2.576 4.263 0.849 0.26
H 2.617 3.023 2.122 0.25
H 3.727 2.965 -0.634 0.26
H 4.161 1.889 0.700 0.25

45
Properties=species:S:1:pos:R:3:mulliken_charge:R:1 method="wB97M-V/def2-TZVPD" orbital_gap_ha=0.0789 e_homo_ev=-10.72 total_charge=+1 e_tot_ev=-47286.1953 molar_mass_da=703.10
C -0.497 -1.099 4.963 -0.63
O -1.376 -0.228 4.272 -0.35
C -1.541 -0.738 2.968 -0.14
C -2.427 0.148 2.104 -0.66
C -2.832 -0.671 0.850 -0.70
C -2.841 0.165 -0.456 -1.12
C -2.133 -0.576 -1.625 -0.38
C -1.380 0.372 -2.596 -1.05
C -0.048 -0.236 -3.088 -0.39
C 1.077 0.807 -3.267 -1.35
In 2.083 1.328 -1.348 0.72
C 4.251 1.837 -1.569 -0.76
C 4.390 3.146 -0.781 0.16
O 3.940 4.111 -1.215 -0.38
I 5.378 3.194 1.120 0.07
P 2.032 -0.745 0.247 0.50
N 0.520 -0.830 0.653 -0.28
O 2.425 -2.096 -0.525 -0.46
O 3.036 -0.532 1.456 -0.38
H -0.269 -0.721 5.957 0.29
H 0.459 -1.224 4.432 0.22
H -0.947 -2.098 5.036 0.30
H -1.952 -1.759 2.981 0.36
H -0.534 -0.783 2.503 0.06
H -1.945 1.088 1.827 0.29
H -3.320 0.428 2.669 0.46
H -2.050 -1.436 0.720 0.44
H -3.778 -1.173 1.051 0.54
H -2.403 1.155 -0.318 0.52
H -3.883 0.259 -0.763 0.38
H -2.917 -1.117 -2.209 -0.17
H -1.450 -1.337 -1.243 0.83
H -2.013 0.512 -3.474 0.42
H -1.255 1.357 -2.137 0.46
H 0.260 -1.071 -2.446 0.16
H -0.245 -0.685 -4.070 0.42
H 0.672 1.699 -3.741 0.48
H 1.820 0.352 -3.927 0.48
H 1.197 2.569 -0.456 -0.13
H 4.526 2.039 -2.603 0.38
H 4.890 1.095 -1.089 0.43
H -0.063 -0.092 0.253 0.03
H 1.564 -2.477 -0.786 0.38
H 3.675 -1.264 1.555 0.37
Pt -4.098 -2.670 -1.883 0.19

16
Properties=species:S:1:pos:R:3:mulliken_charge:R:1 method="wB97M-V/def2-TZVPD" e_above_lowest_kcal_mol=121.5 orbital_gap_ha=0.2103 e_homo_ev=-2.20 total_charge=-1 e_tot_ev=-7842.2681 molar_mass_da=88.13
C -1.052 -2.180 -1.293 -1.11
C -1.669 -1.412 -0.055 -0.39
N -1.071 0.327 0.190 -0.46
C 0.436 0.473 -0.163 -0.21
C 1.232 1.379 0.920 -0.36
O 2.363 2.018 0.540 -0.86
H -0.155 -2.789 -1.196 0.35
H -0.834 -1.494 -2.106 0.32
H -1.766 -2.881 -1.791 0.34
H -2.676 -1.103 -0.348 0.22
H -1.807 -2.160 0.676 0.29
H -1.173 -0.676 0.838 0.27
H 0.675 0.972 -1.216 0.24
H 0.837 -0.517 -0.042 0.13
H 0.384 2.035 1.301 0.16
H 1.432 0.623 1.778 0.07

28
Properties=species:S:1:pos:R:3:mulliken_charge:R:1 method="wB97M-V/def2-TZVPD" e_above_lowest_kcal_mol=26.1 orbital_gap_ha=0.2842 e_homo_ev=-7.97 e_tot_ev=-27226.1440 molar_mass_da=344.62
Pd 0.169 0.009 -0.038 0.63
O -0.723 -1.904 -0.306 -0.68
C -0.516 -2.916 0.393 0.12
C -0.042 -3.016 1.728 0.43
C 0.042 -4.336 2.225 -0.37
C 0.478 -4.571 3.487 -0.24
C 0.867 -3.507 4.340 -0.45
C 0.804 -2.229 3.897 -0.65
C 0.345 -1.895 2.563 0.45
O 0.312 -0.702 2.184 -0.73
N 0.552 -5.950 3.976 1.00
O 0.971 -6.123 5.107 -0.63
O 0.253 -6.851 3.214 -0.63
H -0.760 -3.881 -0.077 0.37
H -0.246 -5.171 1.598 0.42
H 1.208 -3.740 5.339 0.46
H 1.094 -1.401 4.530 0.41
N 2.342 3.378 -0.459 -0.35
C 1.619 2.276 -0.671 0.67
O 0.583 2.054 -0.013 -0.65
C 2.009 1.290 -1.726 -0.37
C 1.741 -0.105 -1.177 -0.90
H 2.056 4.017 0.264 0.25
H 3.188 3.555 -0.968 0.21
H 3.040 1.429 -2.067 0.34
H 1.354 1.491 -2.578 0.25
H 2.508 -0.438 -0.477 0.28
H 1.587 -0.844 -1.960 0.38

77
Properties=species:S:1:pos:R:3:mulliken_charge:R:1 method="wB97M-V/def2-TZVPD" e_above_lowest_kcal_mol=33.5 orbital_gap_ha="0.2033 / 0.2395" e_homo_ev="-10.02 / -10.03" total_charge=+1 multiplicity=2 e_tot_ev=-136562.8054 molar_mass_da=749.38
Fe -0.375 0.087 -0.763 1.16
Cl -4.807 3.675 3.929 -0.21
C -3.599 3.000 2.887 -0.06
C -2.279 3.469 2.979 -0.41
C -1.296 2.957 2.178 0.91
Cl 0.304 3.604 2.277 -0.21
C -1.553 1.926 1.224 -1.44
O -0.578 1.490 0.510 0.57
C -2.912 1.508 1.127 2.11
C -3.337 0.557 0.145 -1.37
O -2.621 0.001 -0.689 -0.40
C -3.913 2.044 1.970 -1.30
H -2.038 4.251 3.687 0.51
H -4.413 0.317 0.134 0.25
H -4.933 1.693 1.873 0.46
C 3.466 0.511 -2.388 -1.54
P 1.662 0.362 -2.518 1.15
C 1.552 -1.084 -3.625 -1.61
C 1.302 1.769 -3.635 -1.39
C -0.191 1.903 -3.868 -0.49
P -0.991 1.884 -2.229 0.52
C -0.414 3.433 -1.483 -1.36
C -2.737 2.212 -2.601 -1.38
H 3.834 0.561 -3.415 0.60
H 3.883 -0.350 -1.873 0.42
H 3.738 1.402 -1.832 0.39
H 2.309 -0.970 -4.403 0.58
H 0.579 -1.192 -4.092 0.33
H 1.773 -1.986 -3.054 0.38
H 1.860 1.619 -4.562 0.62
H 1.703 2.668 -3.161 0.43
H -0.575 1.077 -4.473 0.32
H -0.450 2.829 -4.385 0.66
H -0.527 4.247 -2.202 0.52
H 0.626 3.344 -1.170 0.37
H -0.997 3.652 -0.594 0.36
H -2.792 3.065 -3.279 0.54
H -3.267 2.457 -1.683 0.31
H -3.229 1.354 -3.057 0.33
N 3.670 -0.280 6.561 -0.46
C 3.413 -0.308 5.221 1.17
C 2.738 0.754 4.602 -0.78
C 2.485 0.723 3.247 -0.40
C 2.883 -0.374 2.493 -0.98
C 3.549 -1.439 3.092 -0.09
C 3.814 -1.405 4.443 -1.03
S 2.594 -0.367 0.782 1.52
O 3.401 -1.397 0.173 -0.90
O 2.740 0.993 0.318 -0.74
N 1.018 -0.708 0.497 0.36
C 0.256 -1.518 1.290 -0.05
N -1.037 -1.378 0.956 0.45
C -1.941 -2.071 1.636 -0.17
C -1.569 -2.917 2.661 -0.99
C -0.205 -3.004 2.918 -0.48
N 0.717 -2.325 2.247 -0.39
H 3.477 0.544 7.098 0.19
H 4.240 -0.987 6.984 0.19
H 2.427 1.608 5.192 0.33
H 1.977 1.545 2.766 0.36
H 3.851 -2.285 2.492 0.49
H 4.337 -2.229 4.913 0.31
H -2.979 -1.934 1.350 0.47
H -2.293 -3.485 3.225 0.45
H 0.168 -3.655 3.702 0.49
N -2.574 -5.882 -4.584 -0.41
C -2.198 -4.959 -4.015 -0.35
C -1.729 -3.798 -3.305 0.40
C -2.150 -2.526 -3.681 -0.83
C -1.672 -1.445 -2.971 -0.18
N -0.828 -1.553 -1.939 1.25
C -0.433 -2.779 -1.587 -0.64
C -0.852 -3.925 -2.239 -1.00
H -2.835 -2.387 -4.504 0.58
H -1.999 -0.452 -3.232 0.00
H 0.267 -2.846 -0.766 0.63
H -0.495 -4.894 -1.921 0.58

12
Properties=species:S:1:pos:R:3:mulliken_charge:R:1 method="wB97M-V/def2-TZVPD" e_above_lowest_kcal_mol=16.0 orbital_gap_ha=0.4180 e_homo_ev=-10.96 e_tot_ev=-82619.2712 smiles=C[Si](C)(Br)C#N molar_mass_da=164.08
C 1.444 0.305 -0.440 -0.98
Si -0.263 -0.286 -1.044 0.73
C -1.532 -0.391 0.474 -1.07
Br -1.121 0.908 -2.770 -0.25
C 0.150 -2.195 -1.827 0.08
N 0.591 -2.986 -2.528 -0.40
H 1.575 1.279 -0.926 0.29
H 1.530 0.416 0.692 0.28
H 2.277 -0.222 -0.917 0.35
H -2.051 -1.255 0.386 0.35
H -0.842 -0.334 1.404 0.26
H -2.191 0.382 0.608 0.36

8
Properties=species:S:1:pos:R:3:mulliken_charge:R:1 method="wB97M-V/def2-TZVPD" e_above_lowest_kcal_mol=0.0 orbital_gap_ha=0.3831 e_homo_ev=-10.58 e_tot_ev=-230158.0801 molar_mass_da=337.18
C -0.403 -0.568 0.277 0.26
C 0.483 0.597 -0.145 0.16
F -0.977 -0.265 1.434 -0.16
F 0.304 -1.730 0.484 -0.18
Cl -0.600 1.966 0.043 -0.06
Br -1.916 -1.060 -0.953 -0.08
Br 2.047 0.560 0.890 0.05
Br 1.062 0.500 -2.030 0.01

14
Properties=species:S:1:pos:R:3:mulliken_charge:R:1 method="wB97M-V/def2-TZVPD" e_above_lowest_kcal_mol=109.5 orbital_gap_ha="0.2702 / 0.2718" e_homo_ev="-8.77 / -8.82" e_tot_ev=-7820.8975 molar_mass_da=93.13
N -0.049 -3.289 1.848 -0.42
C 0.138 -2.354 1.194 0.08
C 0.363 -1.177 0.353 -0.28
C -0.284 0.086 0.946 -0.45
C -0.075 1.352 0.165 -0.28
C -0.070 1.541 -1.183 -0.05
C -0.259 0.433 -2.076 -0.71
H 1.443 -1.026 0.243 0.29
H -1.369 -0.068 1.028 0.31
H 0.074 0.240 1.969 0.37
H 0.087 2.236 0.785 0.32
H 0.105 2.569 -1.518 0.34
H -0.042 -1.340 -0.649 0.30
H -0.061 0.795 -3.104 0.18

94
Properties=species:S:1:pos:R:3:mulliken_charge:R:1 method="wB97M-V/def2-TZVPD" orbital_gap_ha="0.2057 / 0.2241" e_homo_ev="-18.85 / -18.86" total_charge=+4 multiplicity=4 e_tot_ev=-79712.1539 molar_mass_da=965.93
Re -0.485 0.087 0.268 1.21
C -2.466 2.943 -0.716 -1.32
C -2.848 1.665 -0.055 0.41
C -2.443 0.395 -0.659 1.12
C -3.119 -0.838 -0.246 -0.20
C -3.027 -2.047 -1.117 -1.31
C -3.867 -0.811 0.899 -0.58
C -4.141 0.410 1.571 0.45
C -5.064 0.411 2.732 -1.70
C -3.630 1.625 1.073 -0.75
H -3.269 3.205 -1.415 0.49
H -1.548 2.861 -1.297 0.01
H -2.377 3.761 -0.003 0.38
H -2.231 0.457 -1.728 0.17
H -3.646 -1.870 -2.003 0.45
H -3.412 -2.936 -0.621 0.49
H -2.013 -2.237 -1.472 0.07
H -4.364 -1.713 1.239 0.60
H -6.091 0.428 2.340 0.40
H -4.950 1.291 3.360 0.44
H -4.984 -0.500 3.325 0.44
H -3.946 2.552 1.538 0.76
O -0.043 1.980 0.670 -0.59
S 0.894 2.445 1.907 0.40
C 0.444 1.175 3.103 -0.80
C 1.176 -0.130 2.755 0.17
C 0.679 -1.374 3.503 -1.38
C -0.734 -1.872 3.207 -0.86
S -0.979 -2.812 1.684 0.33
O -0.370 -1.870 0.555 -0.49
C 0.217 -4.095 1.828 0.88
C -0.084 -5.092 2.754 -0.65
C 0.779 -6.170 2.854 -0.83
C 1.892 -6.250 2.024 -0.58
C 2.158 -5.254 1.095 -0.79
C 1.313 -4.158 0.977 -0.22
C 0.212 3.910 2.504 0.80
C 1.096 4.990 2.547 -0.56
C 0.626 6.203 3.032 -0.76
C -0.695 6.319 3.435 -0.50
C -1.570 5.228 3.375 -0.85
C -1.125 4.011 2.910 -0.05
H -0.650 1.106 3.080 0.12
H 0.736 1.542 4.089 0.86
H 2.238 0.004 2.972 0.59
H 1.200 -0.340 1.657 -0.22
H 0.716 -1.151 4.573 0.53
H 1.390 -2.187 3.345 0.50
H -1.499 -1.086 3.180 0.33
H -1.055 -2.580 3.977 0.89
H -0.967 -5.047 3.383 0.45
H 0.574 -6.953 3.572 0.45
H 2.549 -7.106 2.096 0.45
H 3.026 -5.331 0.454 0.49
H 1.503 -3.389 0.243 0.26
H 2.124 4.887 2.223 0.47
H 1.292 7.053 3.090 0.45
H -1.059 7.270 3.801 0.46
H -2.594 5.342 3.707 0.46
H -1.790 3.157 2.871 0.33
C 5.719 0.503 -1.097 -0.69
C 4.816 0.812 -0.087 -0.76
C 3.456 0.640 -0.301 -0.72
C 3.013 0.153 -1.528 0.48
C 3.912 -0.157 -2.548 -0.43
C 5.270 0.020 -2.320 -0.80
Sb 0.986 -0.002 -2.012 1.94
C 0.499 1.574 -3.296 1.63
C 1.533 2.443 -3.634 -0.60
C 1.292 3.418 -4.595 -0.77
C 0.041 3.528 -5.185 -0.68
C -0.986 2.657 -4.834 -0.94
C -0.764 1.675 -3.883 -0.83
C 0.696 -1.840 -2.948 1.71
C -0.399 -2.027 -3.792 -0.69
C -0.501 -3.210 -4.506 -0.77
C 0.478 -4.189 -4.371 -0.69
C 1.562 -3.995 -3.523 -0.86
C 1.678 -2.819 -2.794 -0.87
H 6.779 0.643 -0.933 0.45
H 5.175 1.191 0.861 0.48
H 2.759 0.895 0.488 0.62
H 3.576 -0.528 -3.510 0.53
H 5.977 -0.219 -3.103 0.47
H 2.511 2.374 -3.173 0.38
H 2.090 4.090 -4.882 0.48
H -0.136 4.293 -5.929 0.45
H -1.953 2.736 -5.314 0.49
H -1.560 0.978 -3.654 0.23
H -1.146 -1.254 -3.934 0.33
H -1.331 -3.362 -5.184 0.50
H 0.400 -5.106 -4.940 0.46
H 2.327 -4.756 -3.438 0.49
H 2.532 -2.670 -2.144 0.46

70
Properties=species:S:1:pos:R:3:mulliken_charge:R:1 method="wB97M-V/def2-TZVPD" e_above_lowest_kcal_mol=13.5 orbital_gap_ha=0.3011 e_homo_ev=-7.70 e_tot_ev=-43842.6506 smiles="CC1=C(C(=O)OC[C@@H]2CCCO2)[C@@H](c2ccc(C)o2)C2=C(C[C@@H](c3ccc(N(C)C)cc3)CC2=O)N1" molar_mass_da=490.60
C -1.671 -4.137 1.369 -1.84
C -1.313 -2.790 0.836 0.79
C -2.162 -1.877 0.312 -0.88
C -3.606 -2.105 0.189 0.43
O -4.205 -3.128 0.448 -0.71
O -4.224 -1.000 -0.261 -0.07
C -5.629 -1.047 -0.442 -0.84
C -5.996 -0.183 -1.658 0.37
C -5.628 1.288 -1.437 0.15
C -6.902 1.836 -0.798 -0.64
C -7.983 1.020 -1.508 -0.62
O -7.398 -0.225 -1.866 -0.50
C -1.662 -0.501 -0.092 1.35
C -2.013 0.494 0.975 -0.11
C -1.569 0.617 2.259 -0.23
C -2.243 1.738 2.805 -1.23
C -3.050 2.217 1.816 0.53
C -3.993 3.366 1.774 -1.21
O -2.910 1.462 0.706 -0.26
C -0.163 -0.494 -0.299 -1.10
C 0.611 -1.451 0.256 0.92
C 2.105 -1.435 0.184 -1.28
C 2.605 0.003 0.009 0.35
C 4.106 0.057 -0.110 0.20
C 4.869 0.738 0.828 -1.07
C 6.245 0.802 0.737 -0.43
C 6.932 0.173 -0.309 1.35
N 8.306 0.194 -0.386 0.05
C 9.055 1.058 0.494 -1.11
C 8.956 -0.255 -1.594 -1.08
C 6.156 -0.509 -1.257 -0.76
C 4.782 -0.563 -1.153 -0.79
C 1.911 0.612 -1.209 -0.94
C 0.398 0.602 -1.075 0.54
O -0.292 1.445 -1.615 -0.67
N 0.037 -2.514 0.902 -0.07
H -1.305 -4.241 2.390 0.39
H -2.746 -4.275 1.355 0.40
H -1.210 -4.914 0.759 0.37
H -6.117 -0.661 0.460 0.13
H -5.953 -2.082 -0.596 0.41
H -5.504 -0.605 -2.542 0.30
H -5.446 1.774 -2.396 0.36
H -4.745 1.389 -0.813 -0.29
H -6.914 1.631 0.273 0.22
H -7.029 2.905 -0.952 0.45
H -8.316 1.525 -2.425 0.31
H -8.857 0.825 -0.881 0.31
H -2.153 -0.168 -1.012 0.59
H -0.854 -0.008 2.753 0.65
H -2.139 2.131 3.796 0.45
H -5.019 3.018 1.655 0.16
H -3.760 4.012 0.929 0.27
H -3.918 3.937 2.694 0.40
H 2.529 -1.873 1.091 0.47
H 2.436 -2.044 -0.663 0.23
H 2.303 0.576 0.893 0.55
H 4.377 1.240 1.650 0.37
H 6.780 1.353 1.493 0.33
H 8.797 2.116 0.359 0.37
H 10.118 0.937 0.299 0.34
H 8.874 0.784 1.535 0.31
H 8.624 0.306 -2.476 0.37
H 10.031 -0.129 -1.494 0.33
H 8.759 -1.316 -1.761 0.30
H 6.623 -1.006 -2.091 0.31
H 4.231 -1.099 -1.912 0.24
H 2.239 1.640 -1.372 0.41
H 2.161 0.041 -2.108 0.26
H 0.641 -3.227 1.284 0.34

21
Properties=species:S:1:pos:R:3:mulliken_charge:R:1 method="wB97M-V/def2-TZVPD" e_above_lowest_kcal_mol=0.0 orbital_gap_ha="0.2637 / 0.2636" e_homo_ev="-12.45 / -12.45" total_charge=+1 e_tot_ev=-25426.2568 smiles="[H]/N=C1/C=CC(Cl)=C/C1=C/C(N)=[NH2+]" molar_mass_da=182.63
H -2.102 0.174 -0.114 0.34
N -1.734 -0.697 0.198 -0.60
C -0.518 -0.913 -0.141 0.20
C 0.120 -2.220 0.026 -0.64
C 1.103 -2.493 -0.832 -0.24
C 1.628 -1.602 -1.858 0.37
Cl 2.452 -2.201 -3.249 -0.12
C 1.274 -0.266 -1.744 -1.01
C 0.384 0.134 -0.698 0.79
C 0.078 1.391 -0.255 -0.47
C -0.553 1.560 1.031 0.42
N -1.411 2.604 1.092 -0.41
N -0.209 0.903 2.140 -0.31
H -0.207 -2.886 0.793 0.44
H 1.506 -3.563 -0.598 0.27
H 1.813 0.364 -2.355 0.51
H 0.342 2.350 -0.693 0.46
H -1.945 3.066 1.896 0.25
H -1.408 3.139 0.243 0.22
H 0.238 0.036 2.134 0.25
H -0.851 1.120 2.982 0.27